# 1
The following is a quantum chemistry calculation of one molecule with the formula C5H6O at a distorted geometry, from the Open Molecules 2025 dataset.

ORCA input file:
```
! wB97M-V def2-TZVPD RIJCOSX def2/J DEFGRID3
* xyz 0 1
H 1.72429 -1.77069 -0.72109
H 1.35619 -2.45912 0.95359
C 1.39892 -1.58943 0.30297
C -1.18872 1.07527 -0.47929
H -3.01711 2.08627 -0.09124
H -0.60503 2.03195 -0.62080
H 0.69443 0.53898 -1.34895
O 1.86259 -0.39664 0.89285
C 0.47441 -0.48216 0.57489
H -0.19482 -0.54631 1.43009
C -0.00052 0.35271 -0.52828
C -2.50462 1.15917 -0.36472
*
```

Values from the calculation:
Orbital gap (alpha / beta) ... 8.47 / 7.17 eV
Highest occupied orbital energy (alpha / beta) ... -8.9 / -7.8 eV

Taken from the natural (NBO) analysis, the atomic charges in e are: H 0.183; H 0.187; C -0.091; C -0.424; H 0.175; H 0.302; H 0.209; O -0.474; C -0.009; H 0.200; C -0.138; C -0.121


# 2
The following is a quantum chemistry calculation of one molecule with the formula C5H6O, from the Open Molecules 2025 dataset.

ORCA input file:
```
! wB97M-V def2-TZVPD RIJCOSX def2/J DEFGRID3
* xyz 0 1
H -0.27195 -2.19186 -1.05295
H 0.19213 2.99748 -1.42572
H 1.26389 -1.32410 -0.71992
C 0.21607 -1.45877 -0.40556
H 1.38679 1.91071 -0.49120
C -0.35510 1.02388 -0.72217
H 0.03322 0.13810 1.94001
C -0.46178 -0.13967 -0.15961
H -1.56021 -0.65585 1.71276
C 0.40213 2.06589 -0.92859
O 0.10256 -1.76766 0.99695
C -0.56099 -0.52232 1.28855
*
```

Values from the calculation:
Structure (SMILES) ... C=C=C1COC1
Orbital gap ... 10.19 eV
Highest occupied orbital energy ... -9.2 eV

Taken from the natural (NBO) analysis, the atomic charges in e are: H 0.190; H 0.217; H 0.179; C -0.069; H 0.209; C 0.074; H 0.179; C -0.106; H 0.189; C -0.471; O -0.524; C -0.069


# 3
The following is a quantum chemistry calculation of C5H6O as an isolated structure, from the Open Molecules 2025 dataset.

ORCA input file:
```
! wB97M-V def2-TZVPD RIJCOSX def2/J DEFGRID3
* xyz 0 1
C 2.35943 0.14446 1.04507
C -1.22227 1.00206 0.22602
H -1.64012 1.70493 -0.49544
H 0.37345 -1.96648 -0.36224
H -2.38332 0.11811 -0.09017
H 0.75536 -0.77584 -1.59554
O -1.89926 -0.83106 -0.80306
C -0.85544 -0.22437 -0.37474
C 0.48225 -0.89115 -0.53749
H 3.09758 0.56203 1.69334
C 1.51923 -0.32294 0.32211
H -0.58688 1.48024 0.97215
*
```

Values from the calculation:
Orbital gap ... 9.73 eV
Highest occupied orbital energy ... -8.9 eV

Taken from the natural (NBO) analysis, the atomic charges in e are: C -0.215; C -0.855; H 0.262; H 0.263; H 0.458; H 0.275; O -0.636; C 0.549; C -0.569; H 0.240; C -0.013; H 0.239


# 4
The following is a quantum chemistry calculation of a 2-piece molecular cluster, C5H6O overall at a distorted geometry, from the Open Molecules 2025 dataset.

ORCA input file:
```
! wB97M-V def2-TZVPD RIJCOSX def2/J DEFGRID3
* xyz 0 1
H 2.69096 -0.15453 -0.76797
C 2.11635 -0.30702 0.15326
H -1.84191 1.01639 1.58556
H -1.54266 2.14625 0.14432
O -3.37060 -1.02347 -1.19303
C -0.27599 0.48772 0.29961
H 2.38862 0.47753 0.86356
H 2.42750 -1.27280 0.56809
C -2.26466 -1.22228 -1.37043
C 0.64350 -0.32374 -0.15307
H 0.29591 -1.09695 -0.83825
C -1.26098 1.25220 0.69652
*
```

Values from the calculation:
Orbital gap ... 10.48 eV
Highest occupied orbital energy ... -9.5 eV

Taken from the natural (NBO) analysis, the atomic charges in e are: H 0.218; C -0.626; H 0.220; H 0.220; O -0.506; C 0.085; H 0.218; H 0.217; C 0.509; C -0.285; H 0.230; C -0.500


Relative energy (zero: lowest compared OMol25 entry of this formula, charge and spin), respectively: 140.75 77.72 103.67 38.45 kcal per mole.